(1)
{"formula": "C34H58N10O2PS2Si4TeTi", "method": "ωB97M-V with the def2-TZVPD basis set", "homo_lumo_gap_ev": [3.0, 3.1], "max_force_ev_per_a": 4.34, "charge": 2, "multiplicity": 2, "species": ["Ti", "N", "C", "C", "C", "C", "C", "C", "N", "C", "C", "C", "S", "C", "N", "H", "H", "H", "H", "H", "H", "H", "N", "C", "P", "O", "O", "C", "N", "H", "H", "H", "H", "H", "H", "H", "H", "H", "H", "C", "Si", "C", "C", "Si", "Te", "Si", "C", "C", "C", "Si", "C", "C", "C", "H", "H", "H", "H", "H", "H", "H", "H", "H", "H", "H", "H", "H", "H", "H", "H", "H", "H", "H", "H", "H", "H", "H", "H", "H", "H", "H", "N", "C", "C", "C", "C", "C", "N", "C", "H", "H", "H", "H", "N", "C", "N", "C", "C", "C", "C", "C", "H", "H", "H", "H", "H", "H", "H", "H", "H", "H", "S", "C", "N"], "positions_angstrom": [[-17.14309, 9.10830, 15.22473], [-19.28408, 12.91721, 14.72884], [-18.12219, 13.48755, 15.16840], [-17.73646, 14.81747, 15.08350], [-16.44238, 15.08441, 15.32740], [-15.51636, 14.08429, 15.61850], [-15.89927, 12.74485, 15.69377], [-17.21375, 12.44221, 15.46776], [-17.90058, 11.19700, 15.19064], [-19.16231, 11.55433, 14.74663], [-20.29175, 10.75313, 14.33530], [-21.49279, 11.26364, 13.85081], [-22.62760, 10.04302, 13.35982], [-21.38116, 8.87681, 13.80531], [-20.25576, 9.33970, 14.28104], [-20.07493, 13.42784, 14.38502], [-18.48317, 15.55096, 14.81396], [-16.07369, 16.13066, 15.18861], [-14.45944, 14.29493, 15.70322], [-15.22763, 11.92280, 15.84771], [-21.87886, 12.30714, 13.80350], [-21.56580, 7.81789, 13.75881], [-12.93154, 7.53387, 16.88440], [-13.50460, 8.75700, 17.51433], [-15.23604, 8.41780, 17.88236], [-15.52395, 6.97078, 17.81711], [-16.02079, 9.36828, 16.83867], [-15.44449, 9.09873, 19.54150], [-16.77217, 9.81129, 19.70554], [-11.91831, 7.59244, 16.78294], [-13.27778, 7.45754, 15.91531], [-13.16254, 6.69226, 17.42605], [-13.37698, 9.59376, 16.84373], [-12.93689, 8.95413, 18.43977], [-14.61986, 9.72032, 19.84209], [-15.38194, 8.15983, 20.12485], [-17.52911, 9.17532, 20.15203], [-17.09770, 10.16771, 18.80330], [-16.63605, 10.66662, 20.24678], [-19.15932, 0.58002, 9.37136], [-18.71726, 2.41347, 9.54984], [-16.89561, 2.37814, 10.04072], [-18.67315, 3.10041, 7.79309], [-20.36829, 3.32971, 10.91708], [-19.32246, 5.39274, 11.79945], [-22.34128, 3.97003, 9.82961], [-22.11354, 5.54670, 8.79976], [-23.68185, 4.29984, 11.10670], [-22.89915, 2.65132, 8.57762], [-20.59694, 2.13919, 12.88903], [-21.65622, 3.10645, 14.06612], [-21.52244, 0.55099, 12.41087], [-19.00726, 1.52711, 13.63141], [-18.66735, 0.19376, 8.46751], [-20.23444, 0.49121, 9.35829], [-18.79111, 0.04995, 10.24445], [-16.32301, 1.74445, 9.38228], [-16.78761, 1.95621, 11.07385], [-16.46195, 3.44253, 10.05574], [-18.37999, 2.34520, 7.05524], [-17.93921, 3.89478, 7.77235], [-19.65892, 3.53183, 7.54527], [-22.56264, 6.39041, 9.41932], [-22.61673, 5.46651, 7.84663], [-21.08851, 5.86798, 8.60987], [-23.37863, 4.79600, 12.01252], [-24.16828, 3.39378, 11.44502], [-24.52871, 4.86838, 10.70035], [-22.07134, 2.05671, 8.14557], [-23.36150, 3.18841, 7.75296], [-23.60772, 1.98027, 9.07417], [-22.76402, 2.80684, 14.02135], [-21.58062, 4.16974, 13.78612], [-21.29958, 2.95997, 15.07120], [-22.33983, 0.69116, 11.64414], [-21.95508, 0.12780, 13.28748], [-20.84511, -0.21800, 12.08314], [-18.23497, 2.34633, 13.43524], [-18.68657, 0.57277, 13.22780], [-19.18665, 1.49867, 14.69585], [-18.77463, 8.31994, 20.47416], [-18.89260, 7.70952, 19.45810], [-18.81521, 7.02155, 18.24258], [-18.80977, 5.62556, 17.95479], [-18.34804, 5.17475, 16.72163], [-17.97427, 6.08726, 15.74368], [-18.02930, 7.44896, 15.97375], [-18.50563, 7.87080, 17.15633], [-19.10584, 4.94529, 18.75257], [-18.32611, 4.10654, 16.47682], [-17.67748, 5.75304, 14.74111], [-18.80814, 8.93925, 17.22252], [-17.48865, 9.48952, 13.15964], [-17.08277, 9.20288, 12.08989], [-16.90035, 9.09871, 10.80683], [-17.41471, 10.18702, 9.92073], [-16.20454, 11.04448, 9.45801], [-15.11717, 10.16534, 8.78483], [-14.85008, 8.85141, 9.47392], [-16.02901, 8.17744, 10.11951], [-18.19627, 10.70352, 10.48319], [-17.94157, 9.67124, 9.09884], [-15.82546, 11.61540, 10.35592], [-16.51940, 11.81373, 8.74056], [-14.10857, 10.65170, 8.73173], [-15.48168, 10.02295, 7.74549], [-14.06978, 9.02185, 10.25124], [-14.40292, 8.15932, 8.74214], [-15.64439, 7.44938, 10.84723], [-16.62168, 7.56013, 9.44615], [-14.48705, 5.89053, 13.26238], [-15.19273, 7.06885, 13.97636], [-15.74132, 7.96159, 14.60663]], "forces_ev_per_a": [[-0.321, 1.359, -1.680], [0.163, -1.307, 0.309], [0.963, -0.324, -0.245], [-1.842, -0.672, 0.048], [2.112, 1.986, -0.123], [0.260, -1.098, 0.078], [0.496, 0.317, 0.143], [-2.981, -0.451, -1.212], [-1.672, 1.293, 0.442], [2.040, 1.022, 0.904], [-1.741, -1.418, -1.223], [-0.431, 0.651, 0.274], [2.289, -0.076, 0.796], [0.302, 0.330, 0.431], [-0.573, 1.238, 0.148], [-0.199, 0.005, -0.036], [0.207, 0.267, -0.053], [-0.344, -1.042, 0.316], [-0.067, 0.285, 0.135], [0.586, -0.031, 0.097], [0.676, -0.912, 0.034], [-0.026, -0.254, -0.316], [0.428, 0.153, -0.723], [1.104, -0.229, 0.696], [-2.321, 1.329, -3.233], [0.536, 0.198, 0.377], [1.042, -0.618, 3.084], [-0.817, -0.607, 0.223], [1.218, 0.296, 0.178], [0.181, 0.018, 0.211], [-0.346, -0.463, 0.244], [-0.289, -0.041, -0.319], [-0.043, 0.180, -0.173], [-0.142, -0.092, -0.387], [0.133, 0.480, 0.072], [-0.462, 0.672, 0.275], [0.343, 0.584, -0.121], [-0.025, -0.346, -0.290], [-0.115, -0.237, 0.413], [0.459, 0.599, 0.072], [0.381, -1.054, -0.849], [0.123, 1.651, 1.793], [-0.758, 0.283, 0.237], [0.641, 0.474, 0.183], [0.405, 0.997, 0.574], [0.204, -0.081, -0.579], [-0.073, 1.132, 1.419], [-0.831, -0.138, -0.293], [0.443, -0.068, 0.431], [-0.928, -1.292, -1.425], [-1.607, 0.328, -0.368], [-0.656, 0.670, -0.775], [1.004, 1.991, -0.340], [-0.369, -0.117, 0.234], [-0.388, -0.397, -0.325], [0.049, -0.267, 0.122], [0.131, -0.138, -0.435], [0.019, 0.390, -0.716], [-0.480, -1.537, -0.030], [-0.162, 0.079, 0.169], [0.158, 0.371, -0.154], [0.403, -0.179, -0.245], [0.367, -0.867, -0.909], [-0.317, 0.046, -0.195], [0.107, -0.248, 0.057], [0.476, 0.392, 0.270], [0.100, -0.591, 0.060], [0.283, 0.161, -0.192], [-0.340, 0.264, 0.335], [-0.338, -0.160, -0.073], [0.011, -0.048, -0.352], [1.619, 0.322, 0.013], [-0.041, -0.227, 0.329], [0.020, 0.072, 0.631], [0.849, -0.137, 0.772], [-0.703, -0.319, 0.864], [0.400, -0.223, -0.572], [-0.656, -1.177, 0.300], [0.085, -0.031, 0.062], [0.226, -0.372, 0.505], [-0.804, -2.128, -3.343], [-0.099, 1.274, 4.150], [0.347, -0.223, -2.563], [0.576, 0.253, 0.785], [-0.750, 0.046, 0.268], [0.221, 0.989, -0.298], [-1.231, -1.801, 1.246], [-0.761, -0.266, -0.219], [0.130, -0.014, -0.308], [-0.060, 0.509, 0.157], [0.034, 0.249, 0.323], [0.639, -0.485, 0.065], [1.277, -1.186, -0.794], [-1.260, 0.742, -0.493], [-0.341, 0.824, 0.520], [0.173, -0.117, -0.056], [0.086, 0.407, 0.847], [-0.061, 0.827, -0.653], [1.015, -0.207, 0.222], [0.571, -1.871, 0.679], [0.321, 0.314, -0.121], [0.408, 0.187, 0.140], [-0.223, -0.681, -0.763], [-0.107, -0.229, 0.206], [-1.146, 0.111, -0.177], [0.388, -0.152, 0.487], [-0.488, -0.134, -0.343], [-0.120, 0.121, 0.357], [-0.211, 0.157, -0.069], [-0.234, 0.288, -0.248], [0.668, -0.890, -0.648], [-1.677, 2.538, 2.077], [2.082, -2.453, -1.829]]}


(2)
{"formula": "C34H59ClN2O2SiTi", "method": "ωB97M-V with the def2-TZVPD basis set", "homo_lumo_gap_ev": [8.1, 8.7], "max_force_ev_per_a": 2.54, "charge": 1, "multiplicity": 2, "species": ["O", "O", "C", "C", "H", "H", "H", "H", "H", "C", "C", "H", "H", "H", "H", "H", "C", "C", "C", "H", "H", "H", "H", "H", "C", "H", "H", "H", "H", "H", "H", "N", "C", "C", "C", "C", "H", "H", "H", "C", "H", "H", "H", "N", "C", "C", "C", "C", "H", "C", "H", "C", "H", "C", "C", "C", "C", "C", "C", "H", "C", "H", "C", "H", "C", "C", "Ti", "H", "H", "H", "H", "H", "H", "H", "H", "H", "H", "H", "H", "H", "C", "Si", "H", "H", "C", "C", "C", "H", "H", "H", "H", "H", "H", "H", "H", "H", "Cl", "C", "H", "H"], "positions_angstrom": [[1.04314, -1.61425, -2.27465], [0.81481, -0.50802, -4.71550], [2.45528, -1.86010, -2.23410], [2.82833, -3.07085, -1.42176], [2.91080, -0.94274, -1.83207], [2.80442, -1.95435, -3.27455], [2.34020, -3.06070, -0.44547], [3.91235, -3.06747, -1.27574], [2.57047, -3.99277, -1.94547], [0.18326, -2.76779, -2.31898], [0.35554, -3.59149, -3.56064], [-0.83873, -2.36686, -2.25920], [0.35542, -3.35807, -1.41410], [0.09666, -3.00196, -4.44191], [-0.32460, -4.44646, -3.51890], [1.37572, -3.96606, -3.65724], [-0.34298, 0.05344, -5.39360], [1.85260, -0.97274, -5.59504], [-1.51026, -0.86746, -5.18856], [-0.10896, 0.21288, -6.45933], [-0.53246, 1.04712, -4.96046], [-1.32938, -1.80867, -5.71841], [-2.42493, -0.41381, -5.57883], [-1.65685, -1.08930, -4.12849], [1.39942, -1.96169, -6.64110], [2.60384, -1.44372, -4.94306], [2.32923, -0.09631, -6.05973], [0.94624, -2.85215, -6.20503], [2.28452, -2.27519, -7.19914], [0.69526, -1.49883, -7.33922], [0.93058, 0.04578, -2.90114], [-0.56534, -0.53849, 0.88007], [-1.24424, 0.05296, 1.90182], [-1.96351, 1.23853, 1.79053], [-2.27734, 1.95612, 0.63723], [-1.26332, -0.67592, 3.21138], [-0.26772, -1.01145, 3.52585], [-1.92632, -1.55304, 3.17129], [-1.64543, -0.02036, 4.00359], [-3.42463, 2.91233, 0.59729], [-4.19530, 2.59975, -0.12413], [-3.10627, 3.93234, 0.34080], [-3.88934, 2.94064, 1.59388], [-1.52986, 1.85266, -0.47084], [-0.23912, -1.94101, 1.03236], [0.98605, -2.34264, 1.59917], [1.98128, -1.35719, 2.13493], [1.26808, -3.71127, 1.71433], [2.24252, -4.02430, 2.09909], [0.30980, -4.66405, 1.37395], [0.53590, -5.72428, 1.48703], [-0.94289, -4.25399, 0.92785], [-1.70907, -4.99742, 0.70024], [-1.24252, -2.90015, 0.77329], [-2.62134, -2.48157, 0.36945], [-1.87766, 2.51863, -1.69069], [-1.31387, 3.77982, -1.97107], [-0.57525, 4.53608, -0.91037], [-1.40897, 4.28166, -3.27223], [-0.96728, 5.25806, -3.48748], [-2.08084, 3.56116, -4.26125], [-2.14697, 3.96026, -5.27902], [-2.71898, 2.35965, -3.94773], [-3.32684, 1.83404, -4.68722], [-2.62028, 1.81447, -2.66126], [-3.23228, 0.48209, -2.34862], [0.10394, 0.79560, -0.55937], [2.85430, -1.26518, 1.47126], [2.37139, -1.69710, 3.10883], [1.55582, -0.36298, 2.28877], [-2.61060, -1.67657, -0.37995], [-3.22243, -2.13658, 1.22831], [-3.15980, -3.33661, -0.06512], [-0.44656, 5.57822, -1.23629], [0.42946, 4.13808, -0.70015], [-1.11626, 4.54919, 0.04317], [-3.62814, 0.43258, -1.32588], [-2.52763, -0.36209, -2.46717], [-4.06112, 0.28876, -3.04507], [-2.47596, 1.56926, 2.69756], [0.78834, 1.19140, -2.62813], [2.13503, 2.23980, -3.59762], [-0.20244, 1.56858, -2.92986], [1.25840, 1.71570, -1.70157], [3.73102, 1.29403, -3.73987], [2.51920, 3.78884, -2.58380], [1.50413, 2.85748, -5.24133], [2.12813, 3.72033, -5.52106], [0.46123, 3.19034, -5.20241], [1.61287, 2.08832, -6.01614], [4.20881, 1.18406, -2.76053], [4.39405, 1.88518, -4.38815], [3.60164, 0.30238, -4.18708], [2.77472, 3.60642, -1.53480], [1.71321, 4.53244, -2.62174], [3.40454, 4.22532, -3.06968], [1.12433, 2.46140, 1.71989], [1.79828, 1.55572, 0.33858], [2.40549, 0.70307, 0.66640], [2.43832, 2.23997, -0.22473]], "forces_ev_per_a": [[-0.231, -0.374, 0.898], [-0.190, -0.015, -1.401], [-0.227, 0.025, -0.412], [0.465, -0.046, 0.101], [-0.154, -0.189, -0.017], [0.081, -0.120, 0.468], [0.133, -0.016, -0.134], [-0.085, -0.063, 0.039], [0.027, 0.017, 0.187], [0.197, 0.305, 0.382], [-0.238, -0.100, -0.367], [0.226, -0.030, 0.017], [-0.130, -0.016, -0.118], [0.118, -0.132, 0.201], [0.104, -0.014, 0.002], [-0.081, -0.019, -0.103], [0.882, 0.191, 0.247], [-0.093, 0.200, 0.351], [-0.257, -0.227, -0.342], [-0.179, -0.052, 0.331], [0.053, -0.334, -0.102], [-0.188, 0.099, 0.102], [-0.005, -0.094, 0.014], [0.095, 0.043, -0.168], [0.084, 0.041, -0.268], [-0.317, 0.228, -0.335], [-0.033, -0.199, -0.100], [0.048, 0.105, -0.065], [-0.120, -0.020, -0.115], [0.123, -0.220, 0.003], [-0.175, 2.290, 1.077], [-0.402, 0.647, 0.387], [0.767, -1.139, -0.674], [-0.765, 0.293, 0.513], [0.686, 0.371, -0.849], [-0.392, 0.201, 0.827], [-0.252, 0.022, -0.251], [0.259, 0.175, -0.057], [0.031, -0.143, -0.225], [-0.557, 0.207, 0.844], [0.334, 0.048, 0.132], [-0.079, -0.340, -0.040], [0.038, 0.078, -0.389], [-1.151, 0.157, 0.489], [-0.063, -0.175, 0.748], [-0.250, -0.219, -0.290], [0.485, 0.099, 0.238], [-0.374, -0.030, -0.007], [-0.334, 0.107, -0.048], [0.270, 0.121, 0.032], [-0.080, 0.263, -0.053], [0.000, 0.065, -0.002], [0.185, 0.210, 0.080], [0.492, 0.080, -0.046], [-0.538, -0.070, -0.375], [-0.263, 0.152, -0.635], [-0.106, -0.496, -0.140], [0.214, 0.527, 0.185], [-0.212, -0.162, 0.141], [-0.118, -0.338, -0.039], [-0.222, 0.092, -0.075], [0.010, -0.135, 0.408], [0.004, 0.138, 0.313], [0.284, 0.173, 0.102], [0.385, 0.479, 0.026], [-0.397, -0.393, -0.016], [-0.694, -1.932, 0.421], [-0.163, 0.008, 0.115], [-0.155, 0.051, -0.362], [0.049, -0.158, -0.068], [0.006, -0.152, 0.276], [0.263, -0.002, -0.252], [0.133, 0.260, 0.131], [0.012, -0.272, 0.156], [-0.322, -0.024, -0.074], [0.169, -0.027, -0.192], [0.095, 0.026, -0.237], [-0.134, 0.408, 0.148], [0.224, -0.004, 0.224], [0.143, -0.215, -0.335], [1.778, 0.289, -0.749], [-0.623, 0.128, 0.071], [0.501, 0.008, 0.324], [-0.538, -0.624, -1.158], [-0.004, -0.128, -0.159], [0.003, -0.094, -0.207], [0.240, -0.098, -0.205], [-0.172, -0.217, -0.043], [0.212, -0.085, 0.011], [-0.104, 0.241, 0.043], [0.019, 0.007, -0.127], [-0.009, -0.196, 0.186], [0.121, 0.263, 0.133], [0.023, 0.108, -0.208], [0.163, -0.158, -0.017], [-0.169, 0.046, 0.186], [0.057, -0.258, 0.029], [1.015, 0.227, -0.304], [0.010, 0.361, 0.228], [0.028, -0.113, 0.387]]}